Record 1
The following is a quantum chemistry calculation of C6H18N2P as an isolated structure at a distorted geometry, from the Open Molecules 2025 dataset.

Positions of all 27 atoms, in Å:
C  2.043  -1.968  -0.271
C  1.954  1.759  0.121
C  3.849  0.239  -0.100
C  -3.554  -0.638  0.918
C  -3.204  1.197  -0.629
C  1.573  -0.576  -0.113
N  2.405  0.397  -0.050
N  -2.891  -0.194  -0.304
P  -0.852  -0.310  -0.328
H  1.206  -2.661  -0.225
H  2.529  -2.093  -1.241
H  2.767  -2.236  0.499
H  0.869  1.781  0.177
H  2.378  2.174  1.036
H  2.283  2.367  -0.721
H  4.122  -0.545  -0.804
H  4.309  1.174  -0.416
H  4.234  -0.027  0.886
H  -3.214  -0.024  1.753
H  -4.637  -0.540  0.831
H  -3.309  -1.678  1.124
H  -2.784  1.841  0.143
H  -2.747  1.458  -1.583
H  -4.278  1.366  -0.686
H  -3.203  -0.784  -1.078
H  -0.966  -1.637  0.080
H  -0.882  0.159  0.984

Forces on atoms 1 to 2 (eV/Å):
C -0.9 -0.3 -0.3
C 0.1 0.1 0.1

Its charge is +1. The calculation puts the frontier orbital gap (alpha / beta) at 5.78 / 7.63 eV. The spin multiplicity is 3. The value obtained for the energy relative to the best compared isomer or geometry (same formula, charge and spin) is 0.0 kJ/mol. The calculation puts the total energy at -689.84446 hartree. As for the expectation value of S²: 2.015.

natural (NBO) analysis output, partial charges in e:
1 C -0.720
2 C -0.387
3 C -0.402
4 C -0.430
5 C -0.436
6 C 0.217
7 N -0.498
8 N -0.551
9 P 0.516
10 H 0.234
11 H 0.218
12 H 0.234
13 H 0.194
14 H 0.209
15 H 0.209
16 H 0.216
17 H 0.222
18 H 0.204
19 H 0.224
20 H 0.228
21 H 0.231
22 H 0.221
23 H 0.235
24 H 0.229
25 H 0.418
26 H -0.017
27 H -0.018


Record 2
The following is a quantum chemistry calculation of C6H8LiO5 as an isolated structure at a distorted geometry, from the Open Molecules 2025 dataset.

Positions of all 20 atoms, in Å:
Li  0.872  1.805  0.085
O  -0.573  1.682  0.573
O  -1.956  0.660  2.021
C  -3.347  0.292  2.039
C  -3.713  0.269  0.551
O  -2.590  0.923  -0.067
C  -1.598  1.066  0.807
H  -3.441  -0.684  2.525
H  -3.896  1.052  2.605
H  -4.616  0.840  0.316
H  -3.788  -0.745  0.141
O  2.840  -0.304  0.098
C  3.742  -1.100  -0.735
C  3.145  -0.922  -2.122
O  2.011  -0.034  -1.861
C  1.905  0.268  -0.601
H  4.747  -0.684  -0.622
H  3.707  -2.128  -0.363
H  2.745  -1.842  -2.559
H  3.803  -0.413  -2.832

Forces on atoms 1 to 2 (eV/Å):
Li 2.5 0.7 -0.7
O -3.2 -1.1 1.0

Its charge is +1. The calculation puts the frontier orbital gap at 11.77 eV. The value obtained for the energy relative to the best compared isomer or geometry (same formula, charge and spin) is 0.0 kJ/mol. The calculation puts the total energy at -616.95265 hartree.

natural (NBO) analysis output, partial charges in e:
1 Li 0.897
2 O -0.768
3 O -0.451
4 C -0.104
5 C -0.105
6 O -0.450
7 C 1.036
8 H 0.222
9 H 0.214
10 H 0.225
11 H 0.209
12 O -0.454
13 C -0.136
14 C -0.136
15 O -0.452
16 C 0.364
17 H 0.222
18 H 0.222
19 H 0.222
20 H 0.223


Record 3
The following is a quantum chemistry calculation of a 12-piece molecular cluster, C4H33N2O11 overall at a distorted geometry, from the Open Molecules 2025 dataset.

Positions of all 50 atoms, in Å:
C  2.470  1.611  2.261
C  1.399  2.733  2.296
C  0.789  2.807  0.933
C  1.190  3.518  -0.123
N  0.723  3.505  -1.420
N  -0.393  1.929  0.719
H  3.421  2.105  2.066
H  2.379  0.988  1.370
H  2.396  0.918  3.091
H  0.614  2.501  3.019
H  1.778  3.705  2.583
H  2.092  4.111  -0.031
H  -0.172  3.102  -1.726
H  0.995  4.299  -1.959
H  -0.940  2.135  -0.126
H  0.063  1.023  0.493
H  -0.954  1.793  1.564
H  -3.867  -2.176  -0.913
H  -4.432  -1.170  -0.039
O  -3.629  -1.328  -0.514
H  4.037  -2.269  0.288
H  2.765  -2.452  -0.597
O  3.186  -2.710  0.239
H  -2.103  0.641  3.312
H  -2.183  2.136  3.790
O  -2.253  1.546  3.038
H  1.079  -1.884  -2.688
H  1.310  -1.073  -1.348
O  1.378  -1.941  -1.754
H  -1.381  -0.379  -2.526
H  -2.643  -0.305  -1.650
O  -2.135  0.186  -2.327
H  -2.167  -4.466  0.851
H  -0.825  -3.718  0.550
O  -1.759  -3.600  0.796
H  -0.203  -1.194  0.722
H  -1.594  -1.122  0.423
O  -0.804  -0.585  0.250
H  0.219  -1.872  -4.557
H  0.950  -0.521  -4.706
O  0.468  -1.068  -4.089
H  -2.555  3.447  -1.734
H  -2.183  1.910  -2.020
O  -1.928  2.740  -1.567
H  1.281  -2.534  2.242
H  2.578  -1.869  2.093
O  1.671  -1.653  2.307
H  0.950  -3.450  -0.733
H  1.569  -4.558  0.207
O  0.766  -4.085  -0.024

Forces on atoms 1 to 2 (eV/Å):
C -0.1 0.4 -0.4
C -0.3 -1.0 -0.7

Its charge is +1. The calculation puts the frontier orbital gap at 8.54 eV. The value obtained for the energy relative to the best compared isomer or geometry (same formula, charge and spin) is 208.9 kJ/mol. The calculation puts the total energy at -1109.15793 hartree.

natural (NBO) analysis output, partial charges in e:
1 C -0.612
2 C -0.435
3 C 0.013
4 C 0.022
5 N -0.843
6 N -0.736
7 H 0.221
8 H 0.195
9 H 0.233
10 H 0.207
11 H 0.236
12 H 0.211
13 H 0.417
14 H 0.390
15 H 0.462
16 H 0.454
17 H 0.461
18 H 0.493
19 H 0.488
20 O -0.957
21 H 0.477
22 H 0.497
23 O -0.986
24 H 0.492
25 H 0.494
26 O -0.962
27 H 0.516
28 H 0.491
29 O -1.004
30 H 0.492
31 H 0.508
32 O -0.990
33 H 0.479
34 H 0.501
35 O -1.005
36 H 0.494
37 H 0.518
38 O -1.003
39 H 0.493
40 H 0.502
41 O -0.962
42 H 0.502
43 H 0.529
44 O -1.005
45 H 0.478
46 H 0.488
47 O -0.966
48 H 0.504
49 H 0.503
50 O -0.997


Record 4
The following is a quantum chemistry calculation of an isolated molecule of C3H3NO at a distorted geometry, from the Open Molecules 2025 dataset.

Positions of all 8 atoms, in Å:
O  -0.281  2.278  -0.746
C  -0.287  1.120  -0.487
C  -0.353  0.140  0.621
C  0.566  -0.849  0.125
N  -0.385  -0.133  -0.976
H  -1.226  -0.076  1.217
H  1.597  -0.580  -0.066
H  0.369  -1.900  0.311

Forces on atoms 1 to 2 (eV/Å):
O -0.3 0.1 -0.5
C 1.0 0.2 1.5

Its charge is 0. The calculation puts the frontier orbital gap at 10.78 eV. The SMILES is O=C1[C@@H]2CN12. The value obtained for the energy relative to the best compared isomer or geometry (same formula, charge and spin) is 226.4 kJ/mol. The calculation puts the total energy at -246.00531 hartree.

natural (NBO) analysis output, partial charges in e:
1 O -0.520
2 C 0.641
3 C -0.203
4 C -0.217
5 N -0.357
6 H 0.218
7 H 0.215
8 H 0.222


Record 5
The following is a quantum chemistry calculation of a 2-piece molecular cluster, C26H42Cl3N4O5 overall at a distorted geometry, from the Open Molecules 2025 dataset.

Positions of all 80 atoms, in Å:
C  -3.297  -3.020  -0.526
C  -1.975  -3.602  -1.300
C  -0.547  -2.947  -0.832
C  -0.654  -1.319  -0.461
C  -0.253  -0.244  -1.678
C  0.276  -0.690  -3.170
C  -0.795  -1.691  -3.976
C  1.817  -1.339  -3.132
C  2.815  -0.014  -2.912
C  -0.387  1.369  -1.377
C  -0.040  2.584  -2.425
O  -0.839  2.709  -3.519
O  1.126  3.510  -2.256
C  1.207  4.459  -3.377
C  2.625  5.335  -3.231
C  3.839  4.229  -3.035
N  4.229  3.806  -1.635
O  4.406  3.748  -4.174
C  -0.917  1.806  0.122
C  -1.062  3.443  0.434
C  -1.248  0.646  1.281
N  -1.736  1.039  2.655
C  -0.678  1.690  3.508
C  0.785  2.248  3.026
O  -0.944  1.786  4.841
C  -3.045  1.788  2.637
C  -3.357  3.255  3.296
O  -4.073  1.186  1.978
N  -1.102  -0.853  0.941
C  -1.473  -1.806  2.072
C  -0.379  -1.836  3.307
C  1.163  -1.507  2.861
C  1.812  -2.550  1.776
N  3.310  -2.660  2.123
H  -3.396  -1.854  -0.519
H  -3.377  -3.522  0.538
H  -4.241  -3.424  -1.135
H  -1.914  -4.763  -1.028
H  -2.195  -3.557  -2.448
H  0.233  -3.175  -1.673
H  -0.198  -3.560  0.127
H  0.381  0.255  -3.893
H  -0.775  -1.482  -5.136
H  -1.902  -1.478  -3.583
H  -0.592  -2.831  -3.737
H  2.127  -1.810  -4.160
H  2.004  -2.021  -2.200
H  3.879  -0.479  -2.660
H  2.907  0.644  -3.875
H  2.506  0.609  -1.941
H  1.254  3.970  -4.440
H  0.337  5.273  -3.350
H  2.843  5.972  -4.205
H  2.537  6.048  -2.291
H  3.555  4.206  -0.925
H  5.195  4.171  -1.386
H  -1.864  3.961  -0.261
H  -1.203  3.673  1.573
H  -0.004  3.895  0.120
H  0.698  3.414  2.785
H  1.614  2.168  3.873
H  1.221  1.744  2.064
H  -4.129  3.069  4.187
H  -3.982  3.861  2.480
H  -2.415  3.869  3.622
H  -2.507  -1.481  2.572
H  -1.624  -2.918  1.736
H  -0.429  -2.936  3.762
H  -0.773  -1.121  4.178
H  1.822  -1.605  3.852
H  1.348  -0.425  2.458
H  1.791  -1.988  0.723
H  1.307  -3.607  1.737
H  3.668  -1.665  2.000
H  3.732  -3.162  1.285
C  -2.015  -6.192  3.136
Cl  -3.371  -6.259  1.997
Cl  -0.471  -6.236  2.267
Cl  -2.121  -4.739  4.144
H  -2.069  -7.068  3.787

Forces on atoms 1 to 2 (eV/Å):
C -0.7 -1.1 -0.6
C -0.9 -0.7 0.4

Its charge is +1. The calculation puts the frontier orbital gap at 7.28 eV. The calculation puts the total energy at -2990.78223 hartree.

Mulliken analysis output, partial charges in e:
1 C -0.670
2 C -0.623
3 C 0.133
4 C -0.333
5 C 0.253
6 C 0.178
7 C -1.059
8 C -0.435
9 C -0.825
10 C 0.336
11 C -0.197
12 O -0.541
13 O -0.035
14 C -0.389
15 C -0.545
16 C 0.423
17 N -0.489
18 O -0.554
19 C 0.168
20 C -1.008
21 C -0.911
22 N 0.868
23 C 0.522
24 C -0.941
25 O -0.568
26 C 0.532
27 C -0.914
28 O -0.566
29 N 1.369
30 C -0.234
31 C -0.423
32 C -0.469
33 C 0.486
34 N -0.747
35 H 0.152
36 H 0.083
37 H 0.395
38 H 0.274
39 H 0.320
40 H 0.275
41 H -0.212
42 H 0.490
43 H 0.393
44 H 0.245
45 H 0.174
46 H 0.344
47 H 0.191
48 H 0.370
49 H 0.284
50 H 0.076
51 H 0.302
52 H 0.290
53 H 0.340
54 H 0.265
55 H 0.263
56 H 0.305
57 H 0.368
58 H -0.041
59 H 0.217
60 H 0.262
61 H 0.320
62 H 0.190
63 H 0.325
64 H 0.314
65 H 0.284
66 H 0.251
67 H -0.115
68 H 0.258
69 H 0.280
70 H 0.394
71 H -0.149
72 H -0.095
73 H -0.109
74 H 0.288
75 H 0.303
76 C -0.071
77 Cl -0.108
78 Cl -0.106
79 Cl -0.090
80 H 0.424


Record 6
The following is a quantum chemistry calculation of a 2-piece molecular cluster, C2H3BrClF overall at a distorted geometry, from the Open Molecules 2025 dataset.

Positions of all 8 atoms, in Å:
C  -0.232  -0.641  0.020
C  -1.057  0.492  -0.373
F  -0.979  -1.692  0.468
Cl  -2.024  1.091  1.770
Br  -2.482  0.238  -1.526
H  0.513  -0.187  0.764
H  0.287  -1.121  -0.907
H  -0.417  1.394  -0.611

Forces on atoms 1 to 2 (eV/Å):
C 1.7 -1.0 -0.6
C -0.4 2.3 1.2

Its charge is 0. The calculation puts the frontier orbital gap at 8.77 eV. The value obtained for the energy relative to the best compared isomer or geometry (same formula, charge and spin) is 183.2 kJ/mol. The calculation puts the total energy at -3212.00040 hartree.

natural (NBO) analysis output, partial charges in e:
1 C -0.067
2 C -0.125
3 F -0.337
4 Cl -0.338
5 Br 0.198
6 H 0.216
7 H 0.213
8 H 0.241